Molecular formula: C9H17N4
Method: DFT, the ωB97M-V functional and the def2-TZVPD basis

Element x y z (Å)
C1 2.013 0.748 0.147
C2 1.962 -0.612 -0.157
C3 1.053 1.736 0.702
C4 -0.312 1.059 0.938
C5 -0.953 -0.875 -0.504
C6 -1.178 0.567 -0.155
C7 -2.639 0.761 0.301
C8 -0.997 1.325 -1.437
C9 0.178 -2.772 0.219
N1 3.277 1.075 0.018
N2 3.183 -1.089 -0.306
N3 3.920 -0.008 -0.260
N4 -1.054 -1.960 0.356
H1 1.459 2.029 1.627
H2 1.084 2.571 -0.003
H3 -0.138 0.223 1.661
H4 -0.909 1.875 1.431
H5 -0.787 -1.193 -1.513
H6 -2.887 0.844 1.413
H7 -3.489 0.201 -0.180
H8 -2.814 1.741 -0.083
H9 -0.063 1.426 -1.944
H10 -1.353 2.436 -1.314
H11 -1.684 0.995 -2.189
H12 0.512 -2.596 -0.835
H13 1.054 -2.497 0.732
H14 -0.246 -3.788 0.362
H15 4.965 -0.074 -0.318
H16 -1.261 -1.664 1.331
H17 -1.898 -2.482 -0.041

2S+1	3
LUMO level (spin up / spin down)	-3.28 / -5.17	eV
F_max	3.8	eV/Å
energy relative to the best compared isomer or geometry (same formula, charge and spin)	44.1	kcal/mol
charge	+1